Below is a molecular structure, C28H42N5O6PS3V, with properties calculated with the ωB97M-V functional and the def2-TZVPD basis.

Atoms and positions in Å:
1 V 0.595881 -0.753769 1.101763
2 S 2.734004 0.408364 1.376481
3 C 2.862578 1.967411 0.583733
4 S 1.618687 3.150123 0.622655
5 C 4.072854 2.236468 -0.093121
6 C 5.154265 1.277466 -0.192692
7 N 6.064757 0.572665 -0.298575
8 C 4.315142 3.499960 -0.752422
9 N 4.572572 4.487704 -1.294573
10 C -2.481606 -1.527609 1.845944
11 N -1.451610 -1.981300 0.905783
12 C -1.989699 -1.944227 -0.462070
13 C -1.017593 -3.360842 1.241512
14 C 0.347415 -3.686564 0.686986
15 C 0.638399 -4.984516 0.263479
16 C 1.937363 -5.326872 -0.095810
17 C 2.934624 -4.353342 -0.008984
18 C 2.620947 -3.054488 0.397026
19 C 1.307558 -2.650383 0.745499
20 H -3.385707 -2.151636 1.773074
21 H -2.742279 -0.492229 1.631848
22 H -2.093879 -1.578014 2.861635
23 H -2.893837 -2.562542 -0.540465
24 H -1.242816 -2.314367 -1.161616
25 H -2.240078 -0.918562 -0.738722
26 H -1.776309 -4.085568 0.920579
27 H -0.923324 -3.404902 2.327196
28 H -0.147522 -5.740148 0.233203
29 H 2.171160 -6.330669 -0.432420
30 H 3.957831 -4.604089 -0.281052
31 H 3.417088 -2.315351 0.432781
32 C -4.513515 0.921061 -0.755615
33 C -3.943959 2.054939 0.089582
34 S -2.171695 1.848162 0.227879
35 O -1.739101 1.927842 -1.222615
36 C -1.765325 3.437333 0.932667
37 C -2.319142 3.616632 2.347136
38 H -5.561972 1.104982 -1.001697
39 H -4.443903 -0.039358 -0.233747
40 H -3.950555 0.839413 -1.689687
41 H -4.354749 2.043026 1.106038
42 H -4.121171 3.031092 -0.372385
43 H -2.111715 4.191958 0.222082
44 H -0.669884 3.417564 0.947733
45 H -3.389804 3.833852 2.350311
46 H -1.807067 4.445166 2.841229
47 H -2.138144 2.710527 2.935325
48 C 0.583148 2.558194 4.506829
49 N 0.443128 1.101299 4.494509
50 C 0.966037 0.330663 5.486771
51 C 1.012022 -0.992921 5.403690
52 C 0.649184 -1.654890 4.135347
53 O 0.651756 -2.867544 4.037034
54 N 0.286780 -0.809875 3.093715
55 C 0.056581 0.518847 3.285492
56 O -0.554775 1.182720 2.435144
57 H 0.691499 2.890836 5.537381
58 H -0.295212 3.012089 4.062384
59 H 1.445948 2.868459 3.916253
60 H 1.300840 0.874618 6.360657
61 H 1.379066 -1.599512 6.218279
62 C -1.430646 -0.335389 -4.894911
63 C -1.486798 0.150701 -3.462758
64 O -0.404469 -0.435261 -2.759384
65 P 0.463615 0.287730 -1.530502
66 O 1.614187 -0.836729 -1.489267
67 C 2.370731 -1.305618 -2.619011
68 C 1.854784 -2.651685 -3.092919
69 O 1.292489 1.373557 -2.404200
70 C 0.895479 2.714525 -2.751275
71 C 0.982837 2.876953 -4.253772
72 H -2.199229 0.163632 -5.496017
73 H -1.591137 -1.416780 -4.944247
74 H -0.448920 -0.117791 -5.324396
75 H -2.432047 -0.155262 -3.007118
76 H -1.451689 1.238453 -3.426923
77 H 3.398091 -1.381368 -2.266952
78 H 2.332637 -0.565847 -3.416547
79 H 1.887741 -3.379159 -2.279535
80 H 2.472097 -3.012540 -3.924618
81 H 0.818647 -2.555538 -3.427159
82 H 1.584953 3.388279 -2.249284
83 H -0.106768 2.921729 -2.382269
84 H 1.983933 2.602226 -4.594976
85 H 0.791163 3.920060 -4.532557
86 H 0.257114 2.235776 -4.765758

Cartesian forces, eV/Å:
V -0.74 0.64 -0.92
S 0.41 0.44 0.04
C 0.17 -0.01 -0.10
S 0.39 -0.16 0.03
C 0.37 0.06 -0.25
C -0.65 0.66 0.08
N -0.02 0.00 -0.05
C -0.10 -0.86 0.47
N 0.01 0.10 -0.09
C 0.18 -0.14 -0.13
N -0.06 -0.03 -0.17
C 0.24 0.06 0.29
C 0.15 0.30 0.02
C 0.13 0.10 0.00
C -0.01 0.09 0.04
C 0.08 0.23 0.05
C -0.16 0.12 0.08
C -0.34 -0.14 -0.01
C 0.62 -1.29 -0.35
H -0.05 -0.05 -0.02
H 0.02 0.02 -0.02
H 0.03 -0.01 -0.03
H -0.13 -0.11 0.00
H 0.05 -0.01 0.01
H 0.06 -0.03 0.02
H -0.17 -0.09 -0.04
H -0.07 0.01 0.09
H 0.03 0.08 -0.02
H 0.00 -0.03 0.00
H -0.05 0.01 0.04
H -0.01 0.01 -0.02
C -0.01 -0.06 -0.03
C -0.49 -0.01 0.18
S 0.39 -0.10 -0.96
O -0.30 0.17 0.35
C -0.02 0.11 0.41
C -0.09 -0.08 -0.09
H 0.03 0.00 0.05
H -0.01 0.13 -0.05
H -0.08 0.05 0.10
H -0.02 0.07 -0.13
H -0.03 -0.04 0.03
H -0.01 -0.01 0.01
H -0.10 -0.05 0.01
H -0.02 0.03 -0.02
H -0.01 -0.02 -0.05
H -0.03 0.19 -0.14
C 0.04 -0.24 -0.01
N 0.03 0.79 -0.64
C -0.04 0.44 0.26
C 0.14 -0.66 -0.27
C -0.10 1.07 0.12
O -0.02 -0.66 -0.18
N -0.19 0.12 1.69
C -0.36 -0.94 0.70
O 0.67 -0.25 0.09
H 0.00 0.00 0.07
H -0.04 0.00 0.04
H 0.03 -0.03 -0.05
H -0.01 0.03 0.05
H 0.02 -0.01 -0.04
C 0.00 -0.07 -0.17
C 0.27 -0.05 -0.02
O -0.34 0.07 -0.04
P 0.68 -0.36 -0.48
O -0.11 0.00 -0.38
C -0.10 -0.05 0.19
C -0.13 0.01 0.07
O -0.30 0.48 -0.13
C 0.10 -0.20 0.16
C 0.00 -0.07 -0.10
H 0.04 -0.07 0.02
H 0.03 0.09 -0.01
H -0.08 0.00 0.01
H -0.06 0.01 0.11
H 0.05 0.04 0.04
H 0.08 0.00 0.02
H -0.01 0.09 -0.03
H 0.03 0.02 -0.05
H -0.05 0.01 0.08
H 0.11 -0.02 -0.04
H 0.06 0.04 0.09
H -0.02 0.00 0.06
H -0.05 0.05 -0.02
H 0.02 -0.13 0.04
H 0.05 0.07 0.01

Results
**Gap between HOMO and LUMO (alpha / beta)**: 0.174 / 0.194 Eh
**ΔE to the lowest compared entry with this formula, charge and spin**: 1.6863 eV
**Energy**: -116938.3136 eV
**Strongest force on any atom**: 0.033 Eh/bohr
**Net charge**: -2
**2S+1**: 4

These are the Löwdin partial charges, in e, on atoms 1 to 6: 0.446, 0.594, -1.141, 0.531, -0.415, -0.304



Below is a molecular structure, C6H8O2, with properties calculated with the ωB97M-V functional and the def2-TZVPD basis.

Atoms and positions in Å:
1 C 0.097153 -1.265678 0.146790
2 C -0.465120 -0.263956 -0.934214
3 C 0.600761 0.986976 -0.729811
4 C 0.330313 1.039425 0.872707
5 C -0.530743 -0.258865 1.103814
6 C -1.628011 -0.162677 0.009137
7 H 2.090119 -0.786313 -0.785223
8 H -0.425716 -2.278343 0.200498
9 H -0.698417 -0.689910 -2.013696
10 H 1.580309 0.936041 -1.156028
11 H 0.283434 1.845469 -1.336202
12 H 1.179934 1.196740 1.427632
13 H -0.390371 1.931044 0.981790
14 H -0.690085 -0.315955 2.173116
15 O 1.460471 -1.461438 0.137145
16 O -2.794027 -0.452567 -0.097461

Cartesian forces, eV/Å:
C -0.60 -0.70 -0.72
C 1.26 -0.63 -4.19
C -3.66 -0.95 0.69
C -3.38 1.35 -3.46
C 0.46 2.02 1.45
C 0.44 -0.43 0.61
H -3.36 -2.98 4.19
H 0.56 1.29 -0.37
H 0.66 1.08 2.06
H 1.05 -1.12 0.32
H -0.70 0.07 0.69
H 1.83 -0.06 1.48
H 1.27 -1.12 0.27
H -0.35 -0.85 0.11
O 3.61 2.32 -3.36
O 0.91 0.72 0.22

Results
**Gap between HOMO and LUMO**: 0.354 Eh
**ΔE to the lowest compared entry with this formula, charge and spin**: 4.3185 eV
**Energy**: -10442.4079 eV
**Strongest force on any atom**: 0.119 Eh/bohr

These are the natural (NBO) partial charges, in e, on atoms 1 to 6: 0.095, -0.321, -0.409, -0.381, -0.351, 0.590



Below is C6H6O in the gas phase, with properties calculated with the ωB97M-V functional and the def2-TZVPD basis.

Atoms and positions in Å:
1 O 1.119643 1.763228 2.047429
2 C 0.955819 0.546529 1.784151
3 C 0.038388 0.201298 0.716954
4 C 0.169535 -1.152638 0.258147
5 C -0.498496 -1.318405 -1.010618
6 C -0.742335 -0.045096 -1.469244
7 C -0.367502 1.095280 -0.407612
8 H 1.500603 -0.280257 2.263826
9 H 0.523320 -1.705993 1.204619
10 H -0.508965 -2.199358 -1.798757
11 H -1.076527 -0.024318 -2.689313
12 H -1.533787 1.439900 -0.007779
13 H 0.420303 1.679829 -0.891802

Cartesian forces, eV/Å:
O 0.34 -2.96 0.07
C -0.79 4.11 0.08
C 2.61 -3.38 -2.23
C -1.12 2.46 4.27
C 0.92 0.00 -2.42
C -0.43 -0.69 -2.60
C -4.56 -2.69 -0.31
H 0.02 0.20 0.29
H -0.44 -0.57 -2.44
H -0.12 1.65 2.34
H 0.78 0.79 3.82
H 3.45 0.26 -1.58
H -0.66 0.82 0.71

Results
**Gap between HOMO and LUMO**: 0.319 Eh
**ΔE to the lowest compared entry with this formula, charge and spin**: 3.8174 eV
**Energy**: -8362.6887 eV
**Strongest force on any atom**: 0.103 Eh/bohr
**SMILES**: O=CC1=CC=CC1

These are the natural (NBO) partial charges, in e, on atoms 1 to 6: -0.555, 0.366, -0.145, -0.150, -0.317, -0.109



Below is C10H17N2O4 in the gas phase, with properties calculated with the ωB97M-V functional and the def2-TZVPD basis.

Atoms and positions in Å:
1 C 2.211802 1.199241 -1.564913
2 C 1.775511 0.064492 -0.639119
3 C 2.889466 -0.113994 0.392828
4 C 0.405546 0.324625 0.012243
5 C 0.225562 -0.513752 1.332344
6 C -1.326658 -0.890271 1.368046
7 O -2.229468 -0.200167 0.893704
8 O -1.595587 -2.103936 1.944573
9 C 1.647084 -1.271479 -1.434057
10 N 2.032492 -2.354093 -0.893783
11 N 0.995647 -1.139076 -2.638557
12 H 2.424510 2.115883 -0.994849
13 H 3.154976 0.915921 -2.063428
14 H 1.457817 1.419884 -2.323530
15 H 2.890867 0.623090 1.196062
16 H 2.907304 -1.084117 0.885548
17 H 3.877306 -0.050145 -0.083823
18 H 0.340951 1.361703 0.382570
19 H -0.355923 0.271868 -0.824909
20 H 0.760038 -1.475291 1.166530
21 H -2.538144 -2.176843 1.864388
22 H 1.959139 -3.195158 -1.498601
23 H 0.887473 -1.947427 -3.260279
24 H 0.626696 -0.270047 -2.952184
25 C 0.666416 -0.034525 2.755678
26 C 1.600093 0.752468 3.501326
27 C 1.131731 2.019148 4.090053
28 O 0.265706 2.773422 3.654087
29 O 1.816085 2.204076 5.285574
30 H 0.700812 -1.136046 3.167282
31 H -0.242963 0.622890 2.781678
32 H 2.417051 0.262129 4.033858
33 H 1.469131 3.036548 5.654599

Cartesian forces, eV/Å:
C 0.23 0.06 -0.15
C 0.56 -0.70 0.26
C 0.87 -0.15 0.39
C 0.19 1.18 0.62
C -0.29 -2.06 -3.09
C -0.32 0.86 -0.33
O 1.93 -1.37 1.05
O 1.40 1.24 -0.39
C -0.59 0.72 0.10
N 0.56 -0.84 -0.50
N 0.30 -1.30 -0.45
H -0.25 -0.27 -0.09
H -0.43 0.11 0.03
H 0.10 0.23 0.02
H -0.25 0.35 -0.23
H -0.34 -0.07 -0.14
H -0.25 0.06 -0.07
H 0.21 0.04 -0.49
H 0.34 -0.46 1.54
H -0.56 0.42 -0.19
H -1.14 -0.30 0.04
H -0.30 0.77 0.37
H 0.03 0.71 0.64
H 0.01 0.30 -0.11
C -2.92 -1.35 -0.64
C 0.96 0.51 0.31
C 0.11 0.19 0.02
O 1.40 -1.16 0.86
O -0.97 0.77 -0.94
H -0.68 2.27 0.34
H 0.03 -0.81 1.60
H -0.09 0.28 -0.33
H 0.17 -0.22 -0.03

Results
**Gap between HOMO and LUMO (alpha / beta)**: 0.344 / 0.299 Eh
**Energy**: -21813.7038 eV
**Strongest force on any atom**: 0.072 Eh/bohr
**2S+1**: 2

These are the natural (NBO) partial charges, in e, on atoms 1 to 6: -0.594, -0.121, -0.620, -0.397, -0.284, 0.802



Repeat the fourth record exactly.
Below is C10H17N2O4 in the gas phase, with properties calculated with the ωB97M-V functional and the def2-TZVPD basis.

Atoms and positions in Å:
1 C 2.211802 1.199241 -1.564913
2 C 1.775511 0.064492 -0.639119
3 C 2.889466 -0.113994 0.392828
4 C 0.405546 0.324625 0.012243
5 C 0.225562 -0.513752 1.332344
6 C -1.326658 -0.890271 1.368046
7 O -2.229468 -0.200167 0.893704
8 O -1.595587 -2.103936 1.944573
9 C 1.647084 -1.271479 -1.434057
10 N 2.032492 -2.354093 -0.893783
11 N 0.995647 -1.139076 -2.638557
12 H 2.424510 2.115883 -0.994849
13 H 3.154976 0.915921 -2.063428
14 H 1.457817 1.419884 -2.323530
15 H 2.890867 0.623090 1.196062
16 H 2.907304 -1.084117 0.885548
17 H 3.877306 -0.050145 -0.083823
18 H 0.340951 1.361703 0.382570
19 H -0.355923 0.271868 -0.824909
20 H 0.760038 -1.475291 1.166530
21 H -2.538144 -2.176843 1.864388
22 H 1.959139 -3.195158 -1.498601
23 H 0.887473 -1.947427 -3.260279
24 H 0.626696 -0.270047 -2.952184
25 C 0.666416 -0.034525 2.755678
26 C 1.600093 0.752468 3.501326
27 C 1.131731 2.019148 4.090053
28 O 0.265706 2.773422 3.654087
29 O 1.816085 2.204076 5.285574
30 H 0.700812 -1.136046 3.167282
31 H -0.242963 0.622890 2.781678
32 H 2.417051 0.262129 4.033858
33 H 1.469131 3.036548 5.654599

Cartesian forces, eV/Å:
C 0.23 0.06 -0.15
C 0.56 -0.70 0.26
C 0.87 -0.15 0.39
C 0.19 1.18 0.62
C -0.29 -2.06 -3.09
C -0.32 0.86 -0.33
O 1.93 -1.37 1.05
O 1.40 1.24 -0.39
C -0.59 0.72 0.10
N 0.56 -0.84 -0.50
N 0.30 -1.30 -0.45
H -0.25 -0.27 -0.09
H -0.43 0.11 0.03
H 0.10 0.23 0.02
H -0.25 0.35 -0.23
H -0.34 -0.07 -0.14
H -0.25 0.06 -0.07
H 0.21 0.04 -0.49
H 0.34 -0.46 1.54
H -0.56 0.42 -0.19
H -1.14 -0.30 0.04
H -0.30 0.77 0.37
H 0.03 0.71 0.64
H 0.01 0.30 -0.11
C -2.92 -1.35 -0.64
C 0.96 0.51 0.31
C 0.11 0.19 0.02
O 1.40 -1.16 0.86
O -0.97 0.77 -0.94
H -0.68 2.27 0.34
H 0.03 -0.81 1.60
H -0.09 0.28 -0.33
H 0.17 -0.22 -0.03

Results
**Gap between HOMO and LUMO (alpha / beta)**: 0.344 / 0.299 Eh
**Energy**: -21813.7038 eV
**Strongest force on any atom**: 0.072 Eh/bohr
**2S+1**: 2

These are the natural (NBO) partial charges, in e, on atoms 1 to 6: -0.594, -0.121, -0.620, -0.397, -0.284, 0.802



Among the records above, which one has the highest energy? C6H6O



Which of these has the highest strongest force on any atom? C6H8O2



What is the strongest force on any atom in the first record? 0.033 Eh/bohr